Computed, not measured: C27H87HfN6O18S as an isolated structure, with ωB97M-V/def2-TZVPD.

CARTESIAN COORDINATES (ANGSTROEM)
Hf  3.99  0.97  -3.15
S  2.86  3.44  -4.46
O  1.99  3.44  -5.59
O  3.26  4.76  -4.06
O  2.39  2.50  -3.38
O  4.12  2.58  -4.65
C  0.95  0.98  0.27
C  1.41  0.05  -0.84
C  0.23  -0.38  -1.70
O  2.50  0.51  -1.60
H  0.42  1.83  -0.17
H  1.81  1.40  0.81
H  0.30  0.55  1.03
H  1.76  -0.85  -0.31
H  -0.68  -0.68  -1.19
H  0.53  -1.28  -2.25
H  0.03  0.43  -2.41
C  0.48  -5.74  2.10
C  -1.02  -5.65  2.33
C  -1.64  -4.50  1.53
O  -1.17  -3.26  2.03
C  -1.56  -2.16  1.24
N  -1.64  -6.92  1.94
H  0.88  -6.69  2.47
H  1.06  -4.98  2.62
H  0.68  -5.65  1.03
H  -1.20  -5.46  3.39
H  -2.73  -4.51  1.70
H  -1.41  -4.56  0.46
H  -1.21  -2.24  0.21
H  -1.21  -1.26  1.74
H  -2.65  -2.06  1.26
H  -2.64  -6.90  2.10
H  -1.48  -7.04  0.94
C  -3.77  -1.66  -3.03
C  -3.86  -3.03  -2.38
C  -5.29  -3.41  -2.02
O  -5.44  -4.81  -1.83
C  -4.75  -5.36  -0.75
N  -3.35  -3.99  -3.34
H  -4.33  -1.61  -3.96
H  -2.71  -1.43  -3.17
H  -4.19  -0.85  -2.42
H  -3.25  -3.12  -1.47
H  -5.90  -3.20  -2.90
H  -5.70  -2.89  -1.14
H  -5.18  -5.07  0.22
H  -3.67  -5.16  -0.70
H  -4.81  -6.44  -0.79
H  -2.46  -3.87  -3.79
H  -3.61  -4.95  -3.15
C  6.89  -1.37  1.59
C  5.71  -2.18  1.11
C  4.39  -1.71  1.67
O  3.31  -2.60  1.34
C  2.14  -2.32  2.10
N  5.68  -2.21  -0.35
H  6.80  -0.31  1.35
H  7.83  -1.76  1.22
H  6.98  -1.35  2.68
H  5.85  -3.20  1.51
H  4.13  -0.75  1.18
H  4.36  -1.44  2.73
H  1.27  -2.49  1.48
H  2.05  -1.25  2.33
H  2.12  -2.89  3.02
H  5.00  -2.86  -0.74
H  6.48  -2.81  -0.57
C  -1.75  2.36  -3.49
C  -2.25  3.45  -4.43
C  -1.37  4.68  -4.38
O  -1.33  5.21  -3.06
C  -0.50  6.38  -3.00
N  -2.35  2.95  -5.81
H  -2.10  2.52  -2.47
H  -0.66  2.33  -3.53
H  -2.03  1.32  -3.72
H  -3.27  3.69  -4.10
H  -1.65  5.43  -5.13
H  -0.32  4.51  -4.65
H  -0.49  6.68  -1.96
H  -0.84  7.15  -3.68
H  0.51  6.05  -3.26
H  -3.00  2.17  -5.80
H  -2.79  3.68  -6.37
C  -5.55  -1.12  2.89
C  -4.34  -0.39  3.47
C  -3.88  0.74  2.56
O  -3.63  0.20  1.28
C  -2.81  1.00  0.44
N  -4.74  0.18  4.76
H  -6.47  -0.53  2.94
H  -5.70  -1.98  3.55
H  -5.46  -1.51  1.88
H  -3.54  -1.11  3.67
H  -2.99  1.21  2.99
H  -4.73  1.43  2.52
H  -1.99  1.32  1.10
H  -3.38  1.88  0.11
H  -2.41  0.41  -0.38
H  -5.61  -0.21  5.11
H  -4.91  1.17  4.79
C  3.64  4.35  4.39
C  2.62  3.24  4.49
C  1.19  3.76  4.63
O  0.25  2.71  4.61
C  -1.03  3.14  4.20
N  2.65  2.44  3.25
H  4.69  4.02  4.35
H  3.64  5.02  5.25
H  3.52  4.94  3.48
H  2.88  2.59  5.33
H  1.01  4.54  3.88
H  1.04  4.29  5.59
H  -1.36  4.09  4.64
H  -1.74  2.38  4.51
H  -1.09  3.14  3.10
H  2.48  3.08  2.47
H  1.83  1.83  3.23
O  -0.68  -1.23  -4.75
H  -0.35  -0.42  -5.14
H  -0.25  -1.26  -3.89
O  0.61  3.95  -1.36
H  -0.21  4.34  -1.69
H  0.93  3.40  -2.09
O  4.85  2.16  1.03
H  3.94  2.32  1.33
H  5.25  1.67  1.76
O  4.35  2.56  -1.57
H  4.39  2.47  -0.58
H  4.30  3.52  -1.76
O  2.98  -3.20  -1.30
H  3.12  -3.13  -0.31
H  2.08  -3.53  -1.41
O  3.83  -1.39  -3.03
H  3.37  -2.01  -2.37
H  4.51  -1.93  -3.46
O  2.47  3.88  0.78
H  1.82  3.97  0.07
H  2.68  4.78  1.06

Computed properties:
HOMO energy ... -10.29 eV
Orbital gap ... 0.17366 Ha
E_tot ... -3209.691715 hartree
Total charge ... +1

Mulliken atomic charge list, values in e, 2 entries: atom 1 (Hf): 1.48, atom 2 (S): 1.22


Computed, not measured: C28H13Cl9F5N4OS2Sr as an isolated structure, with ωB97M-V/def2-TZVPD.

CARTESIAN COORDINATES (ANGSTROEM)
Sr  -0.20  0.20  -0.64
F  1.12  5.85  4.08
C  0.54  5.22  3.05
C  0.86  3.90  2.76
F  1.77  3.26  3.49
C  0.23  3.26  1.71
F  0.59  1.97  1.49
C  -0.72  3.86  0.87
S  -1.47  3.07  -0.44
C  -1.00  5.20  1.21
F  -1.89  5.88  0.48
C  -0.40  5.86  2.26
F  -0.71  7.14  2.52
Cl  -4.49  -1.54  -6.62
C  -3.77  -1.25  -5.08
C  -2.64  -0.44  -4.96
Cl  -1.96  0.27  -6.38
C  -2.07  -0.19  -3.73
Cl  -0.67  0.80  -3.58
C  -2.60  -0.73  -2.52
O  -2.08  -0.50  -1.38
C  -3.74  -1.56  -2.68
Cl  -4.40  -2.24  -1.25
C  -4.31  -1.81  -3.92
Cl  -5.71  -2.82  -4.04
Cl  2.57  -0.27  0.79
C  3.34  -1.70  0.16
C  4.58  -2.01  0.70
C  5.26  -3.14  0.28
C  4.67  -3.96  -0.67
C  3.44  -3.64  -1.20
Cl  2.78  -4.72  -2.39
C  2.71  -2.48  -0.82
S  1.18  -2.13  -1.56
H  5.01  -1.35  1.44
H  6.23  -3.38  0.69
H  5.17  -4.87  -1.00
N  1.98  -4.91  3.92
C  1.12  -4.27  3.51
C  0.04  -3.48  3.01
C  -1.25  -3.63  3.53
C  -2.26  -2.86  3.00
C  -1.95  -1.95  2.00
N  -0.72  -1.78  1.52
C  0.25  -2.55  2.00
H  -1.43  -4.35  4.32
H  -3.28  -2.95  3.36
H  -2.73  -1.33  1.56
H  1.23  -2.43  1.57
Cl  -2.64  1.38  2.37
C  -4.29  1.23  2.99
Cl  -4.37  0.18  4.42
H  -4.91  0.80  2.21
H  -4.64  2.21  3.28
N  2.65  3.35  -2.59
C  3.22  2.20  -3.09
C  2.61  1.17  -2.43
N  1.69  1.68  -1.54
C  1.73  2.98  -1.67
H  2.85  4.29  -2.87
H  3.98  2.21  -3.85
H  2.78  0.11  -2.53
H  1.12  3.69  -1.12

Computed properties:
HOMO energy ... -5.04 eV
Orbital gap ... 0.26010 Ha
E_tot ... -6837.454883 hartree
Total charge ... -1

Mulliken atomic charge list, values in e, 2 entries: atom 1 (Sr): 1.50, atom 2 (F): -0.32


Computed, not measured: C28H14AlF4N10OS as an isolated structure, with ωB97M-V/def2-TZVPD.

CARTESIAN COORDINATES (ANGSTROEM)
Al  -0.12  -1.43  -0.04
N  -0.62  0.59  3.76
C  -0.29  0.04  2.59
S  -1.56  -0.28  1.47
N  1.01  -0.15  2.41
N  1.29  -0.70  1.21
C  2.50  -0.91  0.87
C  2.70  -1.55  -0.43
C  3.95  -1.83  -0.96
C  4.03  -2.44  -2.20
C  2.86  -2.76  -2.88
C  1.65  -2.45  -2.28
N  1.57  -1.86  -1.09
H  -1.58  0.68  4.03
H  0.11  0.72  4.45
H  3.33  -0.67  1.52
H  4.84  -1.58  -0.40
H  4.99  -2.67  -2.63
H  2.88  -3.24  -3.84
H  0.71  -2.69  -2.76
O  -0.10  -3.02  0.77
C  -1.05  -3.93  0.89
C  -0.98  -4.86  1.94
C  -1.95  -5.82  2.09
C  -3.04  -5.89  1.22
C  -3.12  -4.99  0.18
C  -2.13  -4.02  0.00
C  -2.20  -3.11  -1.14
N  -1.46  -2.01  -1.34
C  -1.86  -1.47  -2.55
C  -2.84  -2.24  -3.08
N  -3.04  -3.26  -2.18
H  -0.14  -4.79  2.62
H  -1.88  -6.52  2.91
H  -3.81  -6.64  1.36
H  -3.97  -5.04  -0.48
H  -1.43  -0.57  -2.95
H  -3.40  -2.15  -3.99
H  -3.69  -4.02  -2.29
F  1.03  2.43  0.81
C  0.72  3.68  0.50
C  0.97  4.65  1.39
F  1.51  4.34  2.55
C  0.69  6.06  1.11
C  0.12  6.30  -0.22
C  -0.12  5.32  -1.10
F  -0.65  5.62  -2.27
C  0.14  3.92  -0.80
C  -0.15  2.91  -1.68
C  -0.02  1.53  -1.34
N  -0.03  0.41  -1.09
C  -0.68  3.09  -3.00
N  -1.04  3.16  -4.09
F  -0.16  7.54  -0.55
C  0.93  7.05  2.00
C  0.67  8.44  1.74
N  0.52  9.57  1.59
C  1.47  6.83  3.31
N  1.92  6.72  4.36

Computed properties:
Relative energy (zero: lowest compared OMol25 entry of this formula, charge and spin) ... 0.0 kcal per mole
HOMO energy (alpha / beta) ... -10.49 / -10.49 eV
Orbital gap (alpha / beta) ... 0.17063 / 0.17060 Ha
E_tot ... -2738.212784 hartree
Total charge ... +1

Mulliken atomic charge list, values in e, 2 entries: atom 1 (Al): 0.32, atom 2 (N): -0.41


Computed, not measured: C28H14BrF4N6O2Pd as an isolated structure, with ωB97M-V/def2-TZVPD.

CARTESIAN COORDINATES (ANGSTROEM)
Pd  0.69  0.94  1.01
O  -0.89  -4.17  0.46
C  0.36  -4.13  -0.14
C  1.05  -5.28  -0.48
C  2.30  -5.18  -1.07
C  2.86  -3.93  -1.31
C  2.16  -2.78  -0.95
C  0.91  -2.87  -0.37
C  0.13  -1.61  -0.02
O  0.80  -0.48  -0.37
N  -0.16  -1.65  1.46
N  -0.27  -0.46  2.04
C  -0.88  -0.28  3.16
C  -0.87  1.00  3.82
Br  0.22  2.34  2.93
C  -1.45  1.42  4.94
C  -2.38  0.74  5.85
C  -2.50  1.26  7.14
C  -3.34  0.68  8.08
C  -4.09  -0.44  7.74
C  -4.00  -0.96  6.46
C  -3.15  -0.38  5.52
H  -1.21  -5.08  0.45
H  0.60  -6.25  -0.29
H  2.83  -6.08  -1.34
H  3.83  -3.85  -1.77
H  2.55  -1.79  -1.15
H  -0.85  -1.67  -0.52
H  -0.81  -2.37  1.77
H  -1.35  -1.13  3.63
H  -1.18  2.43  5.25
H  -1.92  2.14  7.41
H  -3.41  1.11  9.07
H  -4.75  -0.89  8.47
H  -4.60  -1.81  6.18
H  -3.15  -0.77  4.52
F  -0.13  4.85  -4.38
C  0.61  3.75  -4.60
C  0.69  3.28  -5.90
F  0.02  3.99  -6.83
C  1.40  2.13  -6.27
C  2.04  1.52  -5.18
C  1.97  2.00  -3.89
F  2.65  1.33  -2.94
C  1.25  3.13  -3.53
C  1.13  3.59  -2.13
C  1.44  2.81  -1.07
N  1.72  2.19  -0.10
C  0.65  4.88  -1.75
N  0.29  5.90  -1.36
F  2.80  0.42  -5.38
C  1.45  1.62  -7.61
C  0.84  2.26  -8.72
N  0.36  2.73  -9.67
C  2.11  0.41  -7.96
N  2.62  -0.57  -8.30

Computed properties:
Relative energy (zero: lowest compared OMol25 entry of this formula, charge and spin) ... 2.5 kcal per mole
HOMO energy ... -3.38 eV
Orbital gap ... 0.13286 Ha
E_tot ... -4655.708423 hartree
Total charge ... -1

Mulliken atomic charge list, values in e, 2 entries: atom 1 (Pd): 0.34, atom 2 (O): -0.57


Computed, not measured: C28H14F48N10O32S16 as an isolated structure, with ωB97M-V/def2-TZVPD.

CARTESIAN COORDINATES (ANGSTROEM)
C  1.04  3.94  3.69
N  0.66  2.90  2.70
C  1.26  1.71  2.70
C  0.96  0.78  1.70
C  0.06  1.10  0.67
C  -0.58  2.34  0.77
C  -0.29  3.22  1.78
C  -0.11  0.14  -0.44
C  1.05  -0.45  -0.96
C  1.02  -1.23  -2.10
N  -0.16  -1.49  -2.66
C  -1.35  -1.11  -2.11
C  -1.33  -0.21  -1.00
C  -0.23  -2.37  -3.79
H  1.43  3.50  4.62
H  0.15  4.50  3.97
H  1.77  4.61  3.25
H  1.93  1.64  3.54
H  1.46  -0.17  1.77
H  -1.31  2.53  0.00
H  -0.79  4.16  1.97
H  2.03  -0.40  -0.50
H  1.97  -1.62  -2.44
H  -2.25  -1.42  -2.63
H  -2.24  0.04  -0.48
H  -0.09  -1.66  -4.60
H  -1.19  -2.87  -3.70
H  0.51  -3.17  -3.72
C  6.80  -0.40  -1.83
F  6.42  -1.34  -2.64
F  7.65  -0.83  -0.92
F  7.44  0.57  -2.57
S  5.23  0.31  -1.02
O  4.24  0.27  -2.11
O  4.96  -0.62  0.11
N  5.70  1.86  -0.40
S  4.46  2.24  0.41
O  3.14  2.08  -0.22
O  4.52  1.72  1.79
C  4.67  4.16  0.63
F  3.76  4.66  1.46
F  5.88  4.52  1.10
F  4.49  4.79  -0.52
C  2.23  -0.46  7.77
F  2.98  -1.57  7.96
F  0.91  -0.80  7.90
F  2.45  0.52  8.65
S  2.55  0.25  6.00
O  3.81  -0.34  5.54
O  1.38  -0.15  5.13
N  2.52  1.98  6.14
S  3.97  2.41  6.51
O  4.51  1.62  7.59
O  4.82  2.78  5.41
C  3.48  4.13  7.37
F  2.69  3.86  8.45
F  4.57  4.77  7.78
F  2.90  4.97  6.44
C  -3.63  5.37  2.95
F  -3.26  4.16  2.67
F  -4.86  5.41  2.48
F  -3.54  5.62  4.24
S  -2.53  6.57  1.94
O  -2.71  6.07  0.59
O  -3.18  7.87  2.09
N  -0.97  6.42  2.70
S  -0.43  7.83  2.82
O  -0.63  8.52  1.53
O  -1.02  8.47  3.98
C  1.42  7.60  3.30
F  1.63  7.00  4.50
F  2.05  6.82  2.31
F  1.88  8.85  3.26
C  -6.67  -2.65  -1.57
F  -6.46  -3.28  -2.74
F  -7.98  -2.59  -1.45
F  -6.20  -3.31  -0.52
S  -5.79  -0.94  -1.52
O  -4.39  -1.22  -1.15
O  -6.05  -0.43  -2.90
N  -6.50  -0.14  -0.16
S  -5.69  1.18  -0.08
O  -4.36  1.06  0.57
O  -5.63  1.97  -1.29
C  -6.69  2.26  1.18
F  -6.91  1.59  2.28
F  -5.98  3.38  1.43
F  -7.89  2.57  0.68
C  -3.45  -5.34  0.42
F  -2.92  -6.47  0.95
F  -4.74  -5.44  0.28
F  -3.25  -4.30  1.26
S  -2.58  -5.09  -1.32
O  -3.58  -4.24  -2.00
O  -1.37  -4.37  -1.01
N  -2.34  -6.73  -2.05
S  -1.30  -6.46  -3.11
O  -1.50  -5.16  -3.86
O  0.09  -6.80  -2.70
C  -1.68  -7.89  -4.38
F  -0.63  -7.90  -5.18
F  -1.83  -9.08  -3.75
F  -2.75  -7.59  -5.06
C  -2.70  3.96  -3.31
F  -1.59  4.37  -2.60
F  -3.85  3.98  -2.56
F  -2.79  4.63  -4.47
S  -2.48  2.06  -3.65
O  -1.07  1.71  -3.74
O  -3.06  1.42  -2.46
N  -3.53  1.84  -5.08
S  -2.83  0.61  -5.68
O  -1.59  0.90  -6.38
O  -2.83  -0.61  -4.86
C  -4.01  0.28  -7.18
F  -5.06  -0.47  -6.72
F  -4.47  1.44  -7.63
F  -3.37  -0.35  -8.14
C  2.27  -0.47  -6.38
F  1.47  -1.25  -6.99
F  2.56  0.48  -7.24
F  1.72  0.03  -5.25
S  3.79  -1.57  -5.89
O  4.46  -1.93  -7.11
O  4.60  -0.76  -5.02
N  3.01  -2.94  -5.11
S  4.07  -3.40  -4.14
O  5.45  -3.46  -4.71
O  3.90  -2.68  -2.87
C  3.52  -5.20  -3.88
F  2.25  -5.32  -3.47
F  3.66  -5.86  -5.01
F  4.39  -5.72  -3.01
C  0.71  -4.15  5.98
F  1.46  -3.02  5.82
F  1.48  -5.13  6.37
F  -0.20  -3.91  6.86
S  -0.11  -4.60  4.31
O  -0.33  -6.05  4.16
O  -1.33  -3.81  4.42
N  1.03  -4.00  3.18
S  0.27  -4.02  1.88
O  -0.35  -5.27  1.40
O  -0.59  -2.87  1.73
C  1.82  -3.76  0.69
F  2.63  -4.82  0.87
F  1.37  -3.76  -0.58
F  2.50  -2.62  0.97

Computed properties:
Relative energy (zero: lowest compared OMol25 entry of this formula, charge and spin) ... 52.2 kcal per mole
HOMO energy ... 1.62 eV
Orbital gap ... 0.25262 Ha
E_tot ... -15194.532940 hartree
Total charge ... -6

Mulliken atomic charge list, values in e, 2 entries: atom 1 (C): -0.33, atom 2 (N): 0.90